Entry 1:
Computed, not measured: a structure of composition C14H34AgCl3O9P2, with ωB97M-V with the def2-TZVPD basis set.

Summary:
LUMO level (alpha / beta) (eV): -2.99 / -5.46
Energy relative to the best compared isomer or geometry (same formula, charge and spin) (eV): 0.655
Gap between HOMO and LUMO (alpha / beta) (eV): 10.42 / 7.95
Highest occupied orbital energy (alpha / beta) (eV): -13.41 / -13.41
Charge: +1
2S+1: 2
DFT total energy (a.u.): -3441.10943
<S²>: 0.754

Geometry as XYZ:
```
63
C14H34AgCl3O9P2 (ωB97M-V with the def2-TZVPD basis set)
Ag -0.66 8.04 9.15
C 0.03 11.08 7.34
O -0.52 9.93 7.97
H 0.86 11.45 7.95
H 0.42 10.75 6.37
H -0.68 11.89 7.18
C -2.23 11.36 10.90
C -3.21 10.39 11.63
O -4.30 10.05 10.82
P -4.23 9.15 9.48
O -2.89 8.56 9.26
O -5.47 8.14 9.63
C -5.34 7.08 10.53
C -4.93 5.83 9.79
O -4.86 10.21 8.43
C -4.02 11.02 7.58
C -4.81 11.50 6.34
H -1.94 11.02 9.91
H -2.70 12.32 10.74
H -1.30 11.45 11.47
H -2.73 9.44 11.89
H -3.53 10.84 12.57
H -4.61 7.28 11.31
H -6.27 6.90 11.08
H -5.15 4.97 10.42
H -5.37 5.55 8.84
H -3.84 5.78 9.77
H -3.47 11.82 8.07
H -3.25 10.34 7.21
H -5.57 12.26 6.54
H -4.16 11.98 5.61
H -5.31 10.63 5.91
C 6.04 9.17 10.92
C 5.29 7.94 10.42
O 3.96 8.39 10.27
P 3.09 7.59 9.11
O 1.62 7.81 9.29
O 3.53 6.02 9.28
C 2.61 5.04 9.76
C 2.61 5.10 11.33
O 3.74 8.04 7.70
C 3.52 9.37 7.23
C 2.79 9.32 5.92
H 5.79 9.40 11.96
H 7.11 8.95 10.92
H 5.85 10.05 10.31
H 5.83 7.61 9.53
H 5.36 7.10 11.11
H 1.54 5.18 9.62
H 2.84 4.10 9.27
H 3.55 4.88 11.84
H 2.29 6.09 11.67
H 1.90 4.40 11.77
H 3.13 9.96 8.06
H 4.51 9.80 7.06
H 1.73 9.05 5.99
H 2.74 10.16 5.23
H 3.21 8.49 5.35
C 1.48 12.96 10.62
Cl 3.00 12.25 10.08
Cl 1.11 14.47 9.76
Cl 1.27 13.22 12.33
H 0.72 12.23 10.34
```

Here are the Löwdin charges for atoms 1 to 2, given in e:
1 Ag 0.787
2 C -0.110

Entry 2:
Computed, not measured: a cluster of 2 separate species, C5H5N4O2 in total, with ωB97M-V with the def2-TZVPD basis set.

Summary:
LUMO level (alpha / beta) (eV): 3.75 / 3.75
Energy relative to the best compared isomer or geometry (same formula, charge and spin) (eV): 2.421
Gap between HOMO and LUMO (alpha / beta) (eV): 8.00 / 8.00
Highest occupied orbital energy (alpha / beta) (eV): -4.25 / -4.25
Charge: -1
DFT total energy (a.u.): -563.00553

Geometry as XYZ:
```
16
C5H5N4O2 (ωB97M-V with the def2-TZVPD basis set)
C -1.90 0.53 0.50
C 0.02 0.26 -1.64
C 0.50 1.16 0.90
C 1.95 0.67 0.59
C -0.55 0.17 0.51
N -3.02 0.81 0.55
N -0.55 1.09 -2.33
N 0.29 2.26 1.48
N -0.24 -1.18 0.73
O 2.27 -0.37 1.19
O 2.58 1.32 -0.24
H 0.81 -0.47 -1.74
H -0.31 1.26 -3.31
H -0.70 2.48 1.66
H 0.73 -1.26 1.07
H -0.93 -1.71 1.24
```

Here are the Löwdin charges for atoms 1 to 2, given in e:
1 C -0.231
2 C -0.057

Entry 3:
Computed, not measured: a cluster of 2 separate species, C6H12ClN3 in total, with ωB97M-V with the def2-TZVPD basis set.

Summary:
LUMO level (eV): -9.33
Energy relative to the best compared isomer or geometry (same formula, charge and spin) (eV): 1.959
Gap between HOMO and LUMO (eV): 6.77
Highest occupied orbital energy (eV): -16.11
Charge: +2
DFT total energy (a.u.): -859.53542

Geometry as XYZ:
```
22
C6H12ClN3 (ωB97M-V with the def2-TZVPD basis set)
C 3.48 -0.01 0.02
C 2.70 0.85 0.34
C -0.82 -1.03 1.24
C -1.71 0.81 -0.15
C 4.70 -0.68 -0.48
C -1.25 1.37 -1.34
N -2.96 0.89 0.21
N -1.69 -2.00 0.91
N -0.82 0.17 0.74
Cl 1.68 1.97 1.00
H -0.04 -1.35 1.98
H 5.65 -0.45 -0.03
H 4.39 -1.82 -0.44
H 4.80 -0.60 -1.50
H -1.02 2.47 -1.29
H -2.05 1.28 -2.09
H -0.39 0.90 -1.83
H -3.66 1.27 -0.42
H -3.35 0.36 0.98
H -1.76 -2.77 1.54
H -2.32 -2.01 0.14
H 0.20 0.84 0.89
```

Here are the Löwdin charges for atoms 1 to 2, given in e:
1 C -0.107
2 C -0.552

Entry 4:
Computed, not measured: an isolated molecule of C7H13N3, with ωB97M-V with the def2-TZVPD basis set.

Summary:
LUMO level (alpha / beta) (eV): -0.10 / -0.02
Energy relative to the best compared isomer or geometry (same formula, charge and spin) (eV): 5.091
Gap between HOMO and LUMO (alpha / beta) (eV): 8.45 / 8.13
Highest occupied orbital energy (alpha / beta) (eV): -8.55 / -8.16
DFT total energy (a.u.): -438.59729

Geometry as XYZ:
```
23
C7H13N3 (ωB97M-V with the def2-TZVPD basis set)
C 1.19 -0.85 -2.30
C 1.02 1.52 -1.55
C 1.18 0.58 -2.73
C -1.86 -1.12 1.09
C 0.82 -0.82 1.48
C -0.96 0.88 2.01
C -0.60 -0.21 1.08
N 0.42 -1.30 -1.42
N 0.29 1.30 -0.48
N -0.46 0.29 -0.31
H 1.80 -1.44 -3.01
H 1.26 2.62 -1.67
H 2.10 0.85 -3.37
H 0.35 0.70 -3.35
H -2.79 -0.59 0.80
H -1.76 -1.75 0.28
H -2.20 -1.73 2.00
H 0.95 -1.03 2.47
H 1.48 0.03 1.28
H 1.00 -1.55 0.64
H -2.09 1.14 2.11
H -0.67 0.63 3.08
H -0.49 1.85 1.88
```

Here are the Löwdin charges for atoms 1 to 2, given in e:
1 C -0.260
2 C -0.125

Entry 5:
Computed, not measured: an isolated molecule of C17H19N5O3, with ωB97M-V with the def2-TZVPD basis set.

Summary:
LUMO level (eV): 0.65
Energy relative to the best compared isomer or geometry (same formula, charge and spin) (eV): 3.391
Gap between HOMO and LUMO (eV): 8.96
Highest occupied orbital energy (eV): -8.31
SMILES: CCn1ccnc1CN(C)Cc1nc(-c2ccc3c(c2)OCO3)no1
DFT total energy (a.u.): -1158.66630

Geometry as XYZ:
```
44
C17H19N5O3 (ωB97M-V with the def2-TZVPD basis set)
C 0.59 1.20 -1.31
C -0.03 0.37 -2.43
N 0.94 0.03 -3.44
C 1.41 0.87 -4.40
C 2.35 0.17 -5.09
N 2.47 -1.08 -4.58
C 1.61 -1.14 -3.59
C 1.39 -2.34 -2.73
N 1.62 -2.01 -1.34
C 3.02 -1.82 -1.05
C 0.97 -2.88 -0.37
C 0.55 -2.02 0.76
N -0.53 -1.30 0.83
C -0.38 -0.62 2.02
C -1.35 0.33 2.51
C -2.47 0.62 1.74
C -3.43 1.53 2.17
C -3.21 2.14 3.39
C -2.08 1.85 4.16
C -1.13 0.95 3.75
O -2.13 2.59 5.31
C -3.31 3.35 5.24
O -3.98 3.06 4.03
N 0.74 -0.93 2.63
O 1.35 -1.84 1.82
H 1.38 0.63 -0.83
H 1.01 2.12 -1.70
H -0.16 1.44 -0.56
H -0.84 0.94 -2.91
H -0.45 -0.54 -2.01
H 1.04 1.87 -4.50
H 2.95 0.48 -5.93
H 2.05 -3.14 -3.10
H 0.35 -2.67 -2.85
H 3.14 -1.44 -0.04
H 3.44 -1.10 -1.75
H 3.59 -2.76 -1.14
H 0.07 -3.32 -0.81
H 1.62 -3.69 -0.01
H -2.59 0.11 0.80
H -4.30 1.76 1.58
H -0.26 0.73 4.33
H -3.07 4.42 5.28
H -3.97 3.09 6.09
```

Here are the Löwdin charges for atoms 1 to 2, given in e:
1 C -0.061
2 C -0.183

Entry 6:
Computed, not measured: a cluster of 2 separate species, C3H9N2O in total, with ωB97M-V with the def2-TZVPD basis set.

Summary:
LUMO level (eV): 4.41
Energy relative to the best compared isomer or geometry (same formula, charge and spin) (eV): 1.625
Gap between HOMO and LUMO (eV): 7.17
Highest occupied orbital energy (eV): -2.75
Charge: -1
DFT total energy (a.u.): -304.40622

Geometry as XYZ:
```
15
C3H9N2O (ωB97M-V with the def2-TZVPD basis set)
C -0.10 -1.48 -2.58
O 0.14 -0.96 -1.33
H -0.95 -2.18 -2.63
H -0.33 -0.67 -3.32
H 0.79 -2.01 -2.99
C 1.01 1.40 -0.12
N 0.18 1.30 1.09
C -0.19 0.06 1.48
N -1.17 -0.15 2.31
H 0.75 2.35 -0.58
H 2.08 1.37 0.11
H 0.75 0.54 -0.83
H -0.47 1.95 1.49
H 0.27 -0.80 0.99
H -1.68 -0.99 2.04
```

Here are the Löwdin charges for atoms 1 to 2, given in e:
1 C -0.421
2 O -0.437